Record 1
84
Properties=species:S:1:pos:R:3 method="wB97M-V/def2-TZVPD" homo_ev=-9.7 e_above_lowest_ev=16.812 total_energy_ev=-75035.5848
C -2.926 -1.003 2.752
N -3.013 -0.885 1.241
O -2.025 -0.998 0.586
O -4.101 -0.721 0.724
H -3.570 -1.758 3.204
H -3.202 -0.054 3.211
H -1.908 -1.199 3.090
C -2.140 -2.616 5.562
N -1.406 -3.852 5.318
O -0.512 -3.831 4.505
O -1.771 -4.894 5.851
H -1.372 -1.982 6.005
H -2.940 -2.910 6.242
H -2.527 -2.231 4.618
C -7.778 -1.819 5.151
N -8.882 -2.189 6.109
O -9.885 -1.481 5.993
O -8.689 -3.039 6.988
H -7.021 -2.593 5.024
H -7.325 -0.854 5.378
H -8.222 -1.699 4.163
C -1.646 -1.387 9.263
N -2.908 -1.937 9.747
O -3.583 -1.303 10.533
O -3.195 -3.061 9.337
H -0.908 -2.184 9.350
H -1.389 -0.483 9.815
H -1.903 -1.076 8.250
C -8.217 -4.842 8.994
N -7.266 -5.754 8.332
O -7.199 -5.617 7.126
O -6.414 -6.382 8.991
H -7.648 -3.952 9.263
H -8.332 -5.457 9.887
H -9.174 -4.680 8.499
C -7.027 -0.971 8.642
N -6.003 0.109 8.775
O -4.939 -0.045 9.377
O -6.313 1.153 8.212
H -6.545 -1.824 8.165
H -7.901 -0.643 8.078
H -7.094 -1.288 9.682
C -4.785 -6.064 6.315
N -3.461 -5.814 6.936
O -3.332 -4.721 7.448
O -2.550 -6.679 6.900
H -4.770 -5.772 5.265
H -5.484 -5.534 6.962
H -5.030 -7.126 6.332
C -3.584 3.023 6.564
N -4.951 3.506 6.134
O -5.292 3.150 5.020
O -5.654 3.864 7.077
H -3.813 1.957 6.562
H -3.315 3.449 7.530
H -2.832 3.129 5.782
C -4.950 -4.843 9.910
N -5.337 -3.534 10.491
O -4.811 -3.152 11.570
O -6.173 -2.888 9.875
H -4.758 -4.718 8.844
H -5.607 -5.674 10.165
H -4.029 -5.000 10.471
C -6.479 -5.263 4.648
N -6.596 -4.590 3.345
O -6.516 -5.340 2.362
O -6.599 -3.363 3.329
H -7.465 -5.103 5.086
H -5.653 -4.845 5.222
H -6.365 -6.339 4.517
C -5.697 -3.673 7.159
C -4.680 -2.873 7.862
O -4.012 -2.084 6.891
C -4.644 -1.102 6.198
C -3.583 -0.343 5.366
O -5.833 -0.860 6.177
H -5.308 -4.297 6.354
H -6.590 -3.131 6.848
H -6.095 -4.353 7.912
H -5.107 -2.365 8.726
H -3.894 -3.537 8.220
H -3.710 0.737 5.287
H -3.408 -0.751 4.370
H -2.655 -0.390 5.934

=====

Record 2
174
Properties=species:S:1:pos:R:3 method="wB97M-V/def2-TZVPD" total_charge=-1 homo_ev=-4.7 total_energy_ev=-115720.3422
C -3.870 1.470 5.546
C -3.816 -0.073 5.532
C -3.301 -0.644 4.207
C -4.417 -1.101 3.262
C -3.867 -1.281 1.841
C -4.714 -2.181 0.934
C -3.910 -3.067 -0.035
C -4.086 -2.713 -1.517
C -2.949 -3.219 -2.425
Nb -0.918 -2.130 -2.283
C -1.928 -0.069 -2.333
C -2.457 0.460 -1.006
F -1.999 1.768 -0.722
C 1.102 -1.185 -2.017
C 1.101 0.084 -1.110
C 2.416 0.205 -0.331
C 2.567 -0.851 0.738
C 1.568 -1.120 1.701
C 1.735 -2.143 2.649
C 2.912 -2.926 2.637
C 3.925 -2.656 1.695
C 3.752 -1.630 0.753
C -0.020 -4.199 -2.062
O 1.393 -4.287 -2.264
C 1.946 -5.479 -1.760
C 1.881 -6.633 -2.774
C -0.845 -2.061 -4.580
I 0.005 -3.810 -5.539
C -0.146 -0.828 -5.176
C -0.646 -0.437 -6.579
H -3.229 1.888 4.773
H -3.504 1.870 6.488
H -4.879 1.837 5.385
H -3.128 -0.359 6.327
H -4.809 -0.427 5.786
H -2.747 0.136 3.686
H -2.620 -1.477 4.371
H -5.166 -0.309 3.250
H -4.863 -2.019 3.637
H -2.839 -1.637 1.910
H -3.811 -0.282 1.412
H -5.305 -2.828 1.581
H -5.432 -1.581 0.377
H -2.860 -3.122 0.237
H -4.305 -4.078 0.071
H -4.300 -1.654 -1.659
H -5.006 -3.225 -1.823
H -3.291 -3.145 -3.460
H -2.820 -4.284 -2.217
H -1.071 -2.081 -0.447
H -2.779 -0.156 -3.017
H -1.282 0.716 -2.728
H -2.148 -0.150 -0.165
H -3.547 0.515 -0.988
H 1.791 -1.894 -1.553
H 1.566 -0.884 -2.962
H 0.959 0.959 -1.737
H 0.307 -0.008 -0.375
H 2.398 1.183 0.164
H 3.272 0.189 -1.000
H 0.661 -0.535 1.686
H 0.940 -2.329 3.354
H 3.025 -3.730 3.350
H 4.825 -3.246 1.640
H 4.513 -1.426 0.016
H -0.560 -4.961 -2.634
H -0.210 -4.460 -1.007
H 1.427 -5.796 -0.857
H 2.980 -5.271 -1.486
H 2.792 -7.225 -2.710
H 1.794 -6.198 -3.764
H 1.031 -7.277 -2.570
H -1.878 -2.029 -4.928
H -0.196 0.029 -4.509
H 0.910 -1.072 -5.276
H -1.719 -0.585 -6.657
H -0.391 0.603 -6.780
H -0.124 -1.036 -7.320
C 3.130 1.302 -5.662
O 2.550 1.684 -4.657
N 2.653 1.546 -6.920
N 4.291 0.589 -5.600
H 3.107 1.228 -7.754
H 1.795 2.058 -6.996
H 4.647 0.373 -4.688
H 4.777 0.246 -6.405
C -6.982 0.280 7.976
O -6.790 -0.234 6.886
N -5.995 0.900 8.682
N -8.207 0.272 8.589
H -6.142 1.298 9.592
H -5.083 0.931 8.266
H -8.955 -0.184 8.104
H -8.370 0.684 9.491
C -0.386 -7.279 1.355
O -0.276 -7.210 0.148
N -0.136 -8.434 2.057
N -0.764 -6.203 2.111
H -0.217 -8.506 3.052
H 0.147 -9.235 1.527
H -0.944 -5.344 1.623
H -0.857 -6.229 3.108
C 0.519 5.388 -4.982
O 0.628 6.582 -5.217
N 1.594 4.572 -4.786
N -0.698 4.768 -4.892
H 1.529 3.582 -4.599
H 2.501 4.991 -4.836
H -1.512 5.336 -5.022
H -0.808 3.792 -4.686
C 7.746 -3.196 1.478
O 6.987 -4.150 1.419
N 7.521 -2.131 2.305
N 8.870 -3.113 0.704
H 8.122 -1.331 2.354
H 6.690 -2.152 2.867
H 9.036 -3.863 0.062
H 9.522 -2.351 0.726
C 5.261 3.523 0.564
O 6.338 3.408 1.127
N 4.256 4.314 1.040
N 4.969 2.878 -0.607
H 3.365 4.417 0.586
H 4.417 4.817 1.891
H 5.676 2.287 -0.999
H 4.088 2.960 -1.079
C 10.030 -1.213 -2.422
O 10.692 -1.703 -1.521
N 10.544 -0.264 -3.265
N 8.724 -1.538 -2.649
H 10.016 0.168 -3.999
H 11.496 0.011 -3.118
H 8.295 -2.200 -2.028
H 8.162 -1.119 -3.371
C 1.935 7.298 0.018
O 1.769 6.358 0.779
N 3.083 7.442 -0.710
N 0.997 8.268 -0.169
H 3.243 8.197 -1.349
H 3.793 6.743 -0.591
H 0.138 8.188 0.341
H 1.120 9.037 -0.798
C -8.078 -0.513 12.077
O -7.511 0.404 11.503
N -8.465 -1.641 11.417
N -8.358 -0.476 13.414
H -8.929 -2.412 11.858
H -8.258 -1.687 10.434
H -8.079 0.344 13.918
H -8.819 -1.218 13.903
C 6.577 -2.816 -5.508
O 6.331 -1.647 -5.244
N 5.637 -3.675 -5.993
N 7.829 -3.330 -5.318
H 5.821 -4.636 -6.204
H 4.709 -3.316 -6.120
H 8.506 -2.690 -4.950
H 8.098 -4.276 -5.508
C -4.292 5.387 0.043
O -4.391 6.579 -0.232
N -3.109 4.762 0.254
N -5.396 4.589 0.160
H -3.038 3.781 0.459
H -2.266 5.300 0.176
H -6.291 5.012 0.012
H -5.347 3.612 0.379
C -5.933 10.120 -1.450
O -6.071 11.296 -1.747
N -4.719 9.530 -1.271
N -7.000 9.280 -1.267
H -4.619 8.560 -1.026
H -3.908 10.103 -1.393
H -7.916 9.666 -1.388
H -6.897 8.313 -1.021

=====

Record 3
13
Properties=species:S:1:pos:R:3 method="wB97M-V/def2-TZVPD" homo_ev=-8.9 e_above_lowest_ev=1.749 total_energy_ev=-79296.9852
C -0.210 -1.535 -0.836
C 0.354 -0.619 0.283
Br 2.192 -0.032 -0.094
C -0.060 -0.576 1.489
N -0.448 -0.781 2.601
H 0.508 -2.369 -0.616
H -0.197 -1.156 -1.816
H -1.232 -1.852 -0.420
H -1.066 -0.073 2.991
N 0.329 2.562 -1.459
C -0.355 2.079 -0.588
O -1.128 1.992 0.244
H 1.313 2.361 -1.779